<A>
Computed, not measured: a 40-piece molecular cluster, H80O40 overall, with ωB97M-V/def2-TZVPD.

Structure (XYZ):
```
120
Properties=species:S:1:pos:R:3
H -0.9499 -6.6016 -1.8895
H -0.6558 -5.3122 -2.6508
O -0.7769 -5.6219 -1.8198
H 3.4546 -2.1834 2.8219
H 3.9878 -3.4116 3.8308
O 3.3259 -2.7147 3.5908
H 3.2662 -0.0403 -2.2384
H 3.1289 -0.0833 -3.9829
O 3.0484 0.3747 -3.0983
H 2.5650 5.4340 -0.0527
H 3.7288 4.8544 -0.8911
O 3.4640 5.6839 -0.2187
H 2.1683 0.5878 -5.9152
H 2.8376 1.9242 -5.5565
O 2.9994 0.9378 -5.5083
H -4.0873 1.9759 3.2134
O -4.4914 1.6103 4.0209
H 0.9510 0.5051 6.2632
O 0.5329 0.0223 6.9293
H -1.5716 5.3922 1.3858
H -1.4642 6.7267 0.8407
O -2.0831 6.2114 1.1266
H 0.5044 -2.7705 -5.5102
H 1.2985 -4.3296 -5.2362
O 1.2695 -3.3739 -5.7317
H 1.1526 2.3233 -4.8544
H 1.9998 3.2199 -4.0559
O 1.7080 3.0582 -4.8683
H -1.5366 -5.0666 -0.0757
H -1.0851 -4.1600 0.8086
O -1.7874 -4.8485 0.9015
H 0.1815 -1.2758 -2.8897
O 0.4902 -1.8078 -3.6475
H -4.3804 4.4158 -0.2911
H -3.3198 5.1502 0.7125
O -4.0243 4.5709 0.5885
H -2.5458 1.7757 -5.5513
H -3.2980 0.7211 -4.7786
O -2.3702 1.0261 -4.9609
H -5.1536 -0.7429 -1.2869
H -5.0006 0.5838 -1.2059
O -5.7352 0.0097 -1.1752
H 0.1525 -2.5482 3.0623
H 1.3607 -1.3734 3.0298
O 0.9845 -2.0567 2.5227
H 1.9814 3.0862 2.1096
H 1.2897 3.1558 3.4678
O 1.1249 3.2297 2.4848
H 3.7120 -0.1240 1.1296
H 4.4095 -1.4685 1.1463
O 3.8713 -0.8702 1.7042
H 1.3667 0.7688 -2.2214
O 0.4017 0.7805 -2.4007
H -5.1968 -1.2715 -4.3964
H -5.9220 -0.2829 -3.3764
O -5.1149 -0.6204 -3.6540
H 2.3919 -3.5652 -1.9847
O 2.4720 -4.4910 -1.7822
H 1.7214 -3.7592 2.9852
H 0.6389 -4.8189 3.3571
O 1.4426 -4.5144 3.4678
H 1.1840 -2.1397 0.2145
H 1.9468 -1.3511 -0.9638
O 1.3422 -2.0252 -0.7057
H -3.9395 2.4576 -1.7396
H -2.5938 2.8507 -2.3501
O -3.5234 3.1542 -2.3080
H 4.1722 -1.1886 4.3835
H 5.3826 -0.3426 3.9658
O 4.5227 -0.3453 4.3993
H -0.7558 0.1068 -5.6099
H 0.2029 0.2853 -6.8748
O 0.1774 0.0581 -5.8771
H -2.3174 4.3361 3.4403
H -0.8702 4.0476 3.7120
O -1.6967 3.7525 3.8971
H -4.3783 1.6357 1.3193
H -4.2470 0.3510 0.6103
O -4.5101 0.6540 1.3849
H -1.0742 3.9573 -2.2320
H -0.2834 2.6351 -2.5230
O -1.0292 3.0958 -2.0412
H 2.3080 -5.6274 0.1453
H 1.8847 -5.5951 1.5912
O 1.8507 -5.1417 0.7294
H 3.0072 2.3758 -1.5439
H 3.9809 2.8999 -2.6447
O 3.1344 3.0492 -2.2561
H -3.3202 -2.3915 -0.6789
O -3.3256 -1.5303 -0.4164
H 1.4163 1.1254 -0.4607
H -0.0523 1.7011 -0.7808
O 0.7683 1.9003 -0.2872
H 0.4017 0.8962 -3.4291
H -3.8924 2.0824 4.6262
H 1.5823 -4.8361 -1.6661
H 0.5748 -0.7748 6.3358
H 0.2939 -1.0929 -4.4197
H -3.0687 -1.6783 0.6243
O 3.8067 -2.4020 -0.2131
H 2.8595 -2.7144 -0.0186
H 4.1263 -3.2078 -0.1781
O -3.5093 -1.1313 4.2901
H -4.2996 -0.4551 4.2845
H -3.0400 -1.1523 5.1297
O 0.0157 0.3506 2.7113
H -0.2144 0.8004 1.8421
H -0.7806 0.3259 3.4313
O -1.0756 3.9302 1.3387
H -1.0835 3.2748 0.5736
H -0.3417 3.5489 1.9031
O -5.2884 -2.8704 0.9874
H -5.3044 -2.0894 0.4791
H -5.2315 -2.6516 1.8754
O 5.3499 1.9708 2.6357
H 4.4980 2.1881 2.4352
H 5.7684 1.4098 3.2264
O 0.9519 -1.9588 5.1110
H 1.9538 -2.0181 4.8733
H 0.7490 -2.5032 5.9672
```

orbital gap (spin up / spin down)	8.3907 / 2.2265	eV
charge	+1
spin multiplicity	2
<S²>	0.76
highest occupied orbital energy (spin up / spin down)	-0.451 / -0.451	Eh

Atom charges from the Löwdin analysis, given in e for atoms 1 to 6: 0.111 -0.013 -0.007 -0.010 0.143 -0.051

---

<B>
Computed, not measured: a 40-piece molecular cluster, H80O40 overall, with ωB97M-V/def2-TZVPD.

Structure (XYZ):
```
120
Properties=species:S:1:pos:R:3
H -3.5434 4.6247 -1.9156
H -3.9126 3.0121 -1.6387
O -3.3119 3.7900 -1.5251
H 0.0048 0.7095 3.1856
H 1.1293 1.3340 4.2872
O 0.3412 0.7790 4.0685
H -0.9556 -3.7531 -0.6235
H -0.5380 -5.0412 0.0902
O -0.2460 -4.1821 -0.1617
H 0.7645 0.7614 -3.1321
H -0.6868 1.0270 -2.8361
O -0.1076 0.6476 -3.5196
H -1.6657 1.9274 3.4644
H -2.3718 2.1638 1.9826
O -1.8362 1.6365 2.5772
H 0.7699 -3.9540 -3.4187
O -0.1313 -3.9705 -3.0832
H 3.1808 -0.2818 -3.5680
O 2.6138 0.0486 -2.8698
H 0.5452 -1.4174 0.6234
H -0.4276 -2.6630 0.7621
O -0.2346 -1.7468 1.0917
H 3.2234 0.3133 -0.2438
H 4.1503 -0.3062 -1.2368
O 4.0643 0.4971 -0.7115
H -0.4022 2.9257 -1.0574
H 0.9300 2.4897 -0.3819
O 0.5351 3.1098 -0.9859
H 0.3974 -1.0678 -5.3370
H 0.7884 -2.3611 -5.8399
O 1.2241 -1.6087 -5.4188
H -5.6656 1.8130 -2.3034
O -5.3003 2.2091 -1.5041
H -3.4347 -0.2879 -3.8929
H -3.0547 -0.2773 -2.4824
O -3.5254 0.2814 -3.1129
H 2.0956 -2.1926 3.1011
H 3.3861 -2.7058 3.2755
O 2.9855 -1.8146 3.2349
H -4.1580 -0.8685 1.5811
H -5.2878 -0.0348 1.8990
O -4.5596 -0.4617 2.3673
H 0.5285 -5.9933 0.7975
H -0.1511 -5.5119 2.1186
O 0.4629 -6.1483 1.7408
H 2.2335 5.4129 -1.1378
H 3.6688 4.9080 -1.6384
O 2.8599 5.3814 -1.8568
H 1.7043 1.3977 0.9782
H 2.7784 0.3626 1.7583
O 2.1223 0.5412 1.1025
H -1.8690 -3.1192 -1.6588
O -1.9523 -2.2636 -2.0758
H 1.0301 3.9136 1.8879
H 1.0974 2.4505 2.5303
O 1.3974 3.0123 1.8140
H -3.2241 0.1879 -0.4531
O -3.1219 -0.6722 -0.0117
H -1.5235 -2.5904 -5.3655
H -2.0289 -2.1302 -3.9438
O -2.2030 -2.1621 -4.8570
H 3.8894 2.1071 3.4380
H 5.2662 1.7019 2.9485
O 4.5666 1.4405 3.5558
H -0.1068 5.4975 0.2370
H -0.5366 4.5781 -0.8760
O -0.8443 5.3284 -0.3493
H -0.1070 0.1531 -0.3238
H -1.2483 0.8994 -0.0541
O -0.5934 0.8715 -0.7695
H -1.8071 -0.3112 -6.1802
H -0.6949 0.7326 -5.6955
O -0.8844 -0.0628 -6.2002
H 0.3426 -1.8468 4.5143
H 1.1605 -2.9275 3.7697
O 0.7481 -2.7378 4.6498
H -3.7789 -2.8453 -0.5609
H -4.0801 -3.7325 0.4650
O -3.3293 -3.5842 -0.1249
H -3.4945 -0.8381 4.6369
H -2.4751 -0.2808 3.6033
O -2.5539 -0.8177 4.4099
H 0.3072 4.0330 -3.9150
H -0.4532 2.8828 -4.5140
O -0.0231 3.7050 -4.7551
H 4.4586 2.3694 -1.1760
H 5.5522 3.3324 -0.8081
O 4.9387 3.1401 -1.5138
H 1.0577 5.0299 4.1067
O 0.6698 5.0715 3.2214
H 6.2410 -2.9857 0.1877
H 5.0130 -2.7419 1.0770
O 5.2837 -2.9052 0.1755
H -1.0955 -1.8201 -1.9891
H -0.4913 -3.0800 -3.0869
H -2.2246 -0.4971 0.3073
H 2.9387 0.9451 -2.7395
H -6.0092 2.2755 -0.8742
H -0.2090 4.7427 3.4480
O 1.4523 -5.9476 -1.2582
H 2.0416 -5.1795 -1.2839
H 1.0341 -5.7528 -2.1097
O 2.4396 -2.2957 0.5731
H 2.6907 -1.9439 1.4341
H 3.1310 -1.9228 0.0091
O 1.8997 2.3555 5.3251
H 2.4735 1.8945 5.9451
H 1.1875 2.7098 5.8660
O 2.1991 -4.2467 2.4247
H 2.2604 -5.1473 2.7163
H 1.6008 -4.2154 1.6734
O -0.9867 2.5692 5.5547
H -0.8889 1.6170 5.2997
H -1.8580 2.7440 5.1750
O -2.5068 4.3579 2.0120
H -1.6103 4.4940 2.2871
H -2.5295 4.4091 1.0419
O -4.4843 -3.4651 -3.4704
H -3.6514 -3.3181 -3.9157
H -4.8612 -2.9038 -2.8143
```

orbital gap (spin up / spin down)	9.1753 / 1.5543	eV
charge	+1
spin multiplicity	2
<S²>	0.76
highest occupied orbital energy (spin up / spin down)	-0.451 / -0.451	Eh

Atom charges from the Löwdin analysis, given in e for atoms 1 to 6: 0.036 -0.022 -0.079 0.008 0.011 -0.071

---

So which one is most stable? That would be <B>, about 672.2 kJ/mol below the next structure.

---

<A>
Computed, not measured: the molecule C6H12O4, with ωB97M-V/def2-TZVPD.

Structure (XYZ):
```
22
Properties=species:S:1:pos:R:3
C 0.8082 -0.6385 -0.6271
C -0.2839 0.2510 -1.0875
C -2.3101 -0.4955 0.4864
C 0.0355 1.6637 -1.4626
C 1.0817 0.5192 1.8024
C 0.4300 -0.5933 1.0432
O -1.1723 0.3412 0.3853
O 2.0942 -0.1290 -0.8334
O 0.6429 -1.9532 -1.0231
O 0.2529 -1.7136 1.5004
H 2.6670 -0.8519 -1.1160
H 0.5400 -2.4703 -0.1947
H -0.9890 -0.2670 -1.7371
H -2.9046 -0.4398 -0.4314
H -2.0098 -1.5345 0.6465
H -2.9182 -0.1473 1.3225
H 0.5677 1.6561 -2.4168
H -0.8805 2.2438 -1.5468
H 0.6865 2.1321 -0.7302
H 0.2939 1.0175 2.3691
H 1.8408 0.1211 2.4729
H 1.5270 1.2882 1.1781
```

orbital gap	9.5656	eV
highest occupied orbital energy	-0.322	Eh

Atom charges from the Löwdin analysis, given in e for atoms 1 to 6: -0.503 -0.100 -0.094 -0.019 0.010 -0.401

---

<B>
Computed, not measured: a 2-piece molecular cluster, C6H12O4 overall, with ωB97M-V/def2-TZVPD.

Structure (XYZ):
```
22
Properties=species:S:1:pos:R:3
O 5.1374 0.9514 -5.0299
O 4.4169 3.0503 -4.3482
C 4.3728 1.9153 -5.0920
C 5.4925 3.1088 -3.4140
C 3.1413 1.9638 -5.9830
H 5.6835 2.2124 -2.8003
H 5.2603 3.9522 -2.7423
H 6.4087 3.3505 -3.9785
H 3.3013 1.3467 -6.8832
H 3.0301 3.0164 -6.2933
H 2.2062 1.6398 -5.4960
O 1.3141 -0.5297 3.5442
O -0.1480 1.2566 3.6951
C 1.0765 0.6465 3.4435
C -1.1086 0.4708 4.3949
C 2.0927 1.6564 2.9435
H -1.0564 0.6868 5.4753
H -1.0265 -0.6195 4.2497
H -2.0899 0.8032 4.0166
H 2.3381 2.3884 3.7313
H 1.6774 2.1981 2.0771
H 3.0221 1.1517 2.6304
```

orbital gap	11.1969	eV
highest occupied orbital energy	-0.385	Eh

Atom charges from the Löwdin analysis, given in e for atoms 1 to 6: 0.076 -0.061 -0.513 -0.066 0.007 0.098

---

So which one is most stable? That would be <B>, about 170.6 kJ/mol below the next structure.

---

<A>
Computed, not measured: a 2-piece molecular cluster, CH9N2O overall, with ωB97M-V/def2-TZVPD.

Structure (XYZ):
```
13
Properties=species:S:1:pos:R:3
O 2.4081 1.2799 0.1458
H 3.0916 1.5183 -0.5267
H 0.3288 -0.6370 -1.4620
H 2.9425 1.1089 0.9445
N 0.2473 -0.4763 -0.4549
C -1.1173 0.0693 -0.0432
N -1.9356 -1.0003 0.4144
H 0.2979 -1.3379 0.0861
H 0.9896 0.2265 -0.2582
H -0.8996 0.7434 0.7832
H -1.5235 0.6831 -0.8424
H -2.6783 -1.3183 -0.1777
H -2.1515 -0.8599 1.3910
```

orbital gap	11.4391	eV
charge	+1
highest occupied orbital energy	-0.541	Eh

Atom charges from the Löwdin analysis, given in e for atoms 1 to 6: -0.061 0.094 0.166 0.082 0.186 -0.222

---

<B>
Computed, not measured: a 2-piece molecular cluster, CH9N2O overall, with ωB97M-V/def2-TZVPD.

Structure (XYZ):
```
13
Properties=species:S:1:pos:R:3
O 2.1821 -0.5179 -0.1951
H 2.4827 -1.3860 0.0273
H 0.9210 -0.2335 0.8164
H 2.9214 0.0779 -0.4460
N -0.0893 -0.2349 0.9428
C -0.7894 0.7008 -0.0469
N -1.6900 0.0463 -0.8855
H -0.3638 0.2727 1.7272
H -0.3791 -1.1530 0.7229
H -0.0966 1.3352 -0.6618
H -1.2422 1.4239 0.6158
H -2.1648 0.6244 -1.5150
H -1.6920 -0.9560 -1.1020
```

orbital gap	10.1889	eV
charge	+1
highest occupied orbital energy	-0.500	Eh

Atom charges from the Löwdin analysis, given in e for atoms 1 to 6: -0.017 0.067 0.079 0.113 0.223 -0.242

---

So which one is most stable? That would be <A>, about 115.7 kJ/mol below the next structure.

---

<A>
Computed, not measured: a 4-piece molecular cluster, CH10N2O3 overall, with ωB97M-V/def2-TZVPD.

Structure (XYZ):
```
16
Properties=species:S:1:pos:R:3
N 1.9528 -0.2868 -0.6706
C 2.3467 -0.6384 0.4974
N 1.6929 -0.2696 1.5539
H 1.4585 -0.8511 -1.3702
H 1.4712 0.6200 -0.7053
H 3.4201 -0.9861 0.7239
H 2.1221 0.5007 2.1219
H -2.1706 0.8107 0.2500
H -3.6559 1.2133 0.1822
O -2.9454 0.8633 -0.3855
H -0.1648 -0.3202 1.3890
H -1.6590 -0.3124 1.9679
O -1.1052 -0.0198 1.3030
H -0.9759 -0.2363 -3.0788
H -1.2589 0.0063 -1.5851
O -0.5284 -0.0935 -2.1936
```

orbital gap	9.4931	eV
highest occupied orbital energy	-0.326	Eh

Atom charges from the Löwdin analysis, given in e for atoms 1 to 6: 0.094 -0.416 0.013 0.100 0.114 0.128

---

<B>
Computed, not measured: a 4-piece molecular cluster, CH10N2O3 overall, with ωB97M-V/def2-TZVPD.

Structure (XYZ):
```
16
Properties=species:S:1:pos:R:3
N -0.4561 -0.7185 0.1650
C 0.5376 -1.3940 0.8122
N 1.2839 -0.8405 1.6788
H -0.7319 -0.9726 -0.7875
H -0.5140 0.2690 0.3797
H 0.5508 -2.4460 0.5284
H 1.8785 -1.5055 2.1517
H 0.2938 2.4452 -0.4099
H 0.6530 1.3158 -1.5291
O 0.4184 2.2201 -1.3375
H 0.8750 1.2612 1.8843
H 1.4352 2.6784 2.2257
O 1.0264 2.1591 1.5281
H -3.1233 -1.5882 -2.0542
H -1.9556 -1.2707 -3.0561
O -2.1717 -1.6128 -2.1796
```

orbital gap	9.9798	eV
highest occupied orbital energy	-0.348	Eh

Atom charges from the Löwdin analysis, given in e for atoms 1 to 6: 0.085 -0.369 0.056 0.058 0.071 0.118

---

So which one is most stable? That would be <B>, about 193.6 kJ/mol below the next structure.